Computed, not measured: a structure of composition C28H38AsF6N3O2SbSr, with the ωB97M-V functional and the def2-TZVPD basis.

Calculated values
Electronic energy ... -122741.468 eV
<S²> ... 0.77
LUMO energy (spin up / spin down) ... -0.002 / -0.053 Eh
Spin multiplicity ... 2
ΔE to the lowest compared entry with this formula, charge and spin ... 0.0 kJ/mol
HOMO level (spin up / spin down) ... -8.33 / -8.30 eV

The geometry in XYZ format:
```
80
Properties=species:S:1:pos:R:3:mulliken_charge:R:1
Sr -0.06715 0.04391 1.12904 1.811
O -1.19307 3.93318 2.91048 -0.658
C -0.52581 3.12703 2.29768 -0.039
N 0.02768 1.93931 2.71071 -0.137
C 0.19198 1.74117 4.06258 -0.336
O -0.03945 2.49679 4.98131 -0.653
C 0.77539 0.36223 4.40239 0.338
C 0.85117 -0.00276 5.73722 -0.539
C 1.34169 -1.25582 6.06017 -0.394
C 1.73165 -2.10874 5.03929 -1.078
C 1.61282 -1.66582 3.73529 -0.291
N 1.15489 -0.45494 3.41132 0.420
C -0.26741 3.41899 0.81529 0.061
C -0.62297 4.67053 0.32477 -0.387
C -0.38381 4.96250 -1.00409 -0.577
C 0.17784 3.98328 -1.81197 -0.793
C 0.46622 2.75608 -1.24941 -0.448
N 0.26406 2.46635 0.04058 0.664
H 0.51641 0.70592 6.48042 0.526
H 1.40602 -1.57014 7.09391 0.424
H 2.10141 -3.10420 5.24055 0.488
H 1.87059 -2.31341 2.90644 0.427
H -1.07453 5.37510 1.00772 0.549
H -0.63737 5.93368 -1.40911 0.418
H 0.37896 4.15891 -2.86005 0.506
H 0.86794 1.95324 -1.85227 0.256
C 3.34551 -1.34380 0.46718 0.601
C 2.50603 -2.25991 -0.10716 1.347
C 1.98543 -1.67837 -1.37170 0.465
C 2.55940 -0.44679 -1.54528 0.671
C 3.39208 -0.20226 -0.40318 0.341
C 4.18064 1.03447 -0.15760 -1.648
C 2.52908 0.40337 -2.78079 -1.721
C 1.09087 -2.41727 -2.30754 -1.407
C 2.24467 -3.67011 0.29607 -1.739
C 4.19551 -1.49045 1.69197 -1.930
H 3.55060 1.80940 0.29545 0.164
H 4.57952 1.44813 -1.08474 0.408
H 5.00769 0.85217 0.52777 0.416
H 2.72194 1.45321 -2.55955 0.565
H 1.57250 0.33441 -3.30156 0.267
H 3.30298 0.08937 -3.48720 0.392
H 0.13690 -2.66573 -1.83810 0.018
H 1.54594 -3.36650 -2.60507 0.373
H 0.89838 -1.84381 -3.21375 0.421
H 1.17978 -3.89301 0.34875 0.158
H 2.68940 -3.90697 1.26169 0.370
H 2.67761 -4.35466 -0.44046 0.434
H 3.98494 -0.71472 2.43161 0.330
H 5.25720 -1.42211 1.44135 0.484
H 4.04016 -2.45541 2.17116 0.398
F -0.58243 -2.28668 0.37698 -0.368
As -1.72818 -3.03524 1.54506 2.190
F -3.01216 -2.25865 0.68531 -0.416
F -1.81529 -4.40502 0.51526 -0.489
F -2.80640 -3.65670 2.70940 -0.456
F -0.35843 -3.67872 2.37255 -0.470
F -1.50901 -1.52422 2.45306 -0.613
C -4.17707 2.46816 -0.23840 -1.223
C -3.46752 2.23713 -1.57146 -0.577
Sb -2.35716 0.40524 -1.58066 0.166
C -3.91963 -0.95417 -2.10434 -0.903
C -3.34247 -2.28123 -2.59483 -0.911
C -1.52787 0.61572 -3.56122 -0.350
C -2.56393 0.69310 -4.67744 -1.293
H -4.74223 3.40184 -0.24817 0.366
H -3.46715 2.52875 0.58951 0.198
H -4.87926 1.66349 -0.01145 0.329
H -2.75291 3.03795 -1.77583 0.312
H -4.17756 2.20420 -2.39922 0.514
H -4.53069 -0.47381 -2.86972 0.537
H -4.53331 -1.09734 -1.21546 0.523
H -2.69225 -2.13635 -3.46116 0.275
H -4.13381 -2.97007 -2.89621 0.387
H -2.76254 -2.77453 -1.81379 0.047
H -0.84913 -0.22586 -3.71326 0.128
H -0.91687 1.52048 -3.53104 0.362
H -3.14850 -0.22415 -4.74068 0.268
H -2.08696 0.84184 -5.64868 0.430
H -3.25916 1.51982 -4.52370 0.302
```

---

Computed, not measured: a structure of composition C3H8O3Yb at a distorted geometry, with the ωB97M-V functional and the def2-TZVPD basis.

Calculated values
Electronic energy ... -40890.236 eV
Charge ... +2
<S²> ... 2.03
LUMO energy (spin up / spin down) ... -0.402 / -0.492 Eh
Spin multiplicity ... 3
ΔE to the lowest compared entry with this formula, charge and spin ... 46.8 kJ/mol
HOMO level (spin up / spin down) ... -16.60 / -16.60 eV

The geometry in XYZ format:
```
15
Properties=species:S:1:pos:R:3:mulliken_charge:R:1
O -1.23844 0.62417 -0.71527 -0.373
C -0.53910 1.11773 0.44437 -0.322
C 0.52552 0.10522 0.81049 -0.522
O -5.39018 -0.26152 -0.68998 -0.215
Yb -3.59776 0.70628 -1.30084 1.884
H -1.25152 1.25918 1.26333 0.379
H -0.09787 2.08730 0.18255 0.285
H 1.16373 0.51491 1.61194 0.394
H 0.08295 -0.84270 1.16302 0.330
O 1.25738 -0.12134 -0.38053 -0.394
H -0.56595 0.20058 -1.28949 0.392
C 2.21958 -1.14588 -0.28591 -0.727
H 2.97676 -0.90309 0.47677 0.298
H 1.74691 -2.10802 -0.02757 0.333
H 2.70796 -1.23283 -1.26288 0.257
```

---

Computed, not measured: the ion C13H15ClN3O2S3 with charge -1 at a distorted geometry, with the ωB97M-V functional and the def2-TZVPD basis.

Calculated values
Electronic energy ... -67319.941 eV
Charge ... -1
LUMO energy ... 0.094 Eh
SMILES string ... O=C(Cc1c(NC(=O)CCl)sc2c1CCCC2)NNC(=S)[S-]
HOMO level ... -3.73 eV

The geometry in XYZ format:
```
37
Properties=species:S:1:pos:R:3:mulliken_charge:R:1
O -0.48779 1.45301 2.91603 -0.663
C -0.48866 0.35675 2.37319 0.565
C -1.48398 0.16698 1.23159 -1.088
C -0.78383 0.25986 -0.08922 0.080
C -0.39810 1.47027 -0.67668 -0.069
N -0.69320 2.66400 -0.06191 0.048
C -0.66854 3.96332 -0.62234 0.478
O -0.59627 4.15848 -1.81939 -0.595
C -0.91637 5.14669 0.32470 -0.463
Cl -1.86780 4.59279 1.75446 -0.214
S 0.47423 1.20582 -2.18442 -0.299
C 0.18223 -0.55424 -2.08357 0.404
C -0.47951 -0.90482 -0.92560 -0.100
C -0.83352 -2.34534 -0.63561 -0.111
C -0.55997 -3.25180 -1.82107 -1.126
C 0.73262 -2.91913 -2.54374 -0.690
C 0.62531 -1.52213 -3.15355 -0.544
N 0.52254 -0.57661 2.62070 -0.065
N 1.73018 -0.37600 3.39291 -0.336
C 2.84965 -1.18300 3.20753 0.136
S 2.71601 -2.53234 2.24291 -0.532
S 4.40031 -0.61359 3.81913 -0.492
H -2.31565 0.87333 1.26658 0.375
H -1.87682 -0.86072 1.37360 0.414
H -0.79913 2.60699 0.95087 0.208
H -1.47807 5.92316 -0.19110 0.341
H 0.03590 5.58433 0.62571 0.274
H -1.90390 -2.44301 -0.38400 0.313
H -0.21297 -2.62872 0.21550 0.199
H -1.31876 -3.18573 -2.55659 0.406
H -0.56329 -4.29105 -1.50862 0.391
H 1.60339 -2.97431 -1.87855 0.325
H 0.97417 -3.65484 -3.33574 0.328
H -0.13688 -1.51337 -3.94314 0.266
H 1.56671 -1.27399 -3.62611 0.383
H 0.53516 -1.39403 2.02082 0.193
H 1.91464 0.57299 3.70473 0.260
```

---

Computed, not measured: a structure of composition C30H45AuNO2P2S2 at a distorted geometry, with the ωB97M-V functional and the def2-TZVPD basis.

Calculated values
Electronic energy ... -81350.859 eV
Charge ... +1
<S²> ... 2.00
LUMO energy (spin up / spin down) ... -0.210 / -0.211 Eh
Spin multiplicity ... 3
ΔE to the lowest compared entry with this formula, charge and spin ... 209.6 kJ/mol
HOMO level (spin up / spin down) ... -9.52 / -9.48 eV

The geometry in XYZ format:
```
83
Properties=species:S:1:pos:R:3:mulliken_charge:R:1
Au -2.78493 1.60590 0.02589 -0.002
C 2.31291 1.79715 2.20943 0.822
C 1.44718 2.92075 2.10695 0.823
C 0.40379 1.31659 3.37596 0.772
C 1.67872 0.80094 2.99295 0.259
C 0.29539 2.64494 2.89837 0.203
C 3.72268 1.79297 1.78219 -1.804
H 3.86937 2.25327 0.78259 0.367
H 4.18739 0.80554 1.78179 0.434
H 4.29969 2.41531 2.49711 0.405
C 2.20911 -0.49120 3.43305 -0.778
H 3.25757 -0.61516 3.13294 0.414
H 1.62442 -1.34243 3.02391 -0.251
H 2.16159 -0.57956 4.53349 0.341
C -0.54810 0.65642 4.27762 -0.900
H -0.07126 0.54130 5.28681 0.314
H -0.84924 -0.35380 3.93006 0.041
H -1.44466 1.28245 4.38160 0.434
C -0.78645 3.61888 3.24875 -1.588
H -0.66678 4.10416 4.23223 0.305
H -1.75923 3.10975 3.23854 0.426
H -0.82287 4.42943 2.51322 0.396
C 1.65387 4.17392 1.39126 -1.794
H 1.89048 5.01014 2.06703 0.395
H 0.73811 4.43304 0.83730 0.409
H 2.47705 4.10216 0.66992 0.372
C 1.45165 -0.95452 -1.11381 -0.582
C 2.28770 0.12172 -1.02317 -0.395
C 2.18430 1.44637 -1.69004 -0.358
C 0.90773 1.56455 -2.59628 -0.973
C -0.32560 1.59472 -1.77455 0.918
C -1.23337 0.63428 -1.44432 0.780
C -1.00447 -0.83384 -1.30354 0.429
C 0.30367 -1.29065 -2.02621 -0.497
H 3.08998 1.61751 -2.31201 0.513
H 0.96531 0.77171 -3.38245 -0.191
H 2.09882 2.25401 -0.94005 -0.101
H 0.37020 -0.91673 -3.07084 -0.175
H 1.77738 -1.86947 -0.61290 0.434
H 3.07434 -0.00304 -0.27987 0.454
H 0.28203 -2.39170 -2.12469 0.586
H -0.87433 -1.12221 -0.22319 -0.540
H -2.36884 0.80921 -1.69640 -1.052
H -1.90121 -1.41683 -1.65040 0.437
H 0.95085 2.50437 -3.19922 0.735
H -0.57535 2.59441 -1.37070 0.334
P -0.86623 0.54541 -4.65289 0.707
C -0.17271 -0.86174 -5.62663 -1.548
C -0.43943 1.89984 -5.83615 -1.451
P -3.61473 1.39882 -3.72308 0.500
C -2.64889 0.28359 -4.88350 -1.338
C -3.74514 2.84796 -4.86819 -1.155
C -5.23294 0.60855 -4.15070 -1.210
H -0.52433 -1.81190 -5.21452 0.380
H 0.92382 -0.84810 -5.57805 0.378
H -0.49017 -0.76960 -6.67458 0.459
H -0.71746 1.59524 -6.85568 0.449
H 0.64885 2.05440 -5.78338 0.405
H -0.93280 2.83549 -5.56280 0.289
H -5.37861 0.61811 -5.23934 0.372
H -6.02435 1.16793 -3.65286 0.409
H -5.21653 -0.42178 -3.77992 0.379
H -2.86979 -0.75306 -4.59460 0.586
H -2.92822 0.44315 -5.93479 0.614
H -4.54877 3.47516 -4.46980 0.427
H -4.00140 2.51924 -5.88479 0.381
H -2.81855 3.42399 -4.86558 0.267
O 2.11365 -6.29895 2.01199 -0.621
S 0.77368 -6.05814 2.50340 1.096
O -0.18164 -7.14873 2.47793 -0.629
N 0.14577 -4.67145 1.87643 -0.624
C -0.02482 -3.65763 2.73505 0.107
S -0.53774 -2.17678 2.17320 -0.400
C 0.35777 -4.04273 4.11844 0.429
C 0.35307 -3.30458 5.30956 0.046
C 0.85532 -3.86858 6.48919 -0.728
C 1.35403 -5.17946 6.50011 -0.465
C 1.34932 -5.92275 5.30636 -0.589
C 0.84844 -5.34065 4.15327 -0.068
H -0.05782 -2.29253 5.27268 0.416
H 0.85471 -3.26921 7.41810 0.354
H 1.72223 -5.61998 7.41504 0.398
H 1.71585 -6.94529 5.25477 0.407
```

---

Computed, not measured: an isolated molecule of C5H8O2 at a distorted geometry, with the ωB97M-V functional and the def2-TZVPD basis.

Calculated values
Electronic energy ... -9405.951 eV
LUMO energy ... 0.015 Eh
SMILES string ... C#C[C@H](O)CCO
ΔE to the lowest compared entry with this formula, charge and spin ... 374.4 kJ/mol
HOMO level ... -9.83 eV

The geometry in XYZ format:
```
15
Properties=species:S:1:pos:R:3:mulliken_charge:R:1
C 0.37180 -0.19459 2.39731 -0.016
C 0.38116 -0.99171 1.48384 -0.738
C 0.84882 -0.60267 0.12278 0.405
O 1.16335 0.82214 0.26165 -0.589
C -0.16228 -0.70923 -1.01698 -0.676
C -1.38743 0.18454 -0.82999 -0.499
O -1.08039 1.55262 -0.95419 -0.564
H 0.47841 0.67300 3.00434 0.358
H 1.77015 -1.12828 -0.14491 0.379
H 2.05703 0.95407 0.60234 0.302
H 0.33506 -0.42458 -1.95248 0.302
H -0.48311 -1.74995 -1.12322 0.330
H -2.12875 -0.03776 -1.60555 0.332
H -1.85643 -0.04614 0.14131 0.291
H -0.30739 1.69854 -0.38625 0.382
```

---

Computed, not measured: a structure of composition C9H15N2O2 at a distorted geometry, with the ωB97M-V functional and the def2-TZVPD basis.

Calculated values
Electronic energy ... -16638.383 eV
Charge ... +1
LUMO energy ... -0.168 Eh
ΔE to the lowest compared entry with this formula, charge and spin ... 655.9 kJ/mol
HOMO level ... -14.72 eV

The geometry in XYZ format:
```
28
Properties=species:S:1:pos:R:3:mulliken_charge:R:1
C 0.70641 1.32951 -0.30700 -0.141
C -0.43263 1.10682 -1.23161 -0.416
C -1.73905 0.69494 -0.41232 0.029
C -1.38726 -0.78363 -0.40726 0.009
C -0.03223 -0.35978 -1.20707 -0.528
C -1.91447 1.20637 1.01220 -1.564
C -2.36057 -1.70768 -1.06817 -1.604
C 2.04107 -0.32374 1.84578 -1.366
C 2.04299 -0.61527 0.35232 -0.230
N 0.94103 0.06131 -0.28398 0.148
N 3.38623 0.00498 -0.20944 0.968
O 4.33639 -0.62585 0.19850 -0.505
O 3.30604 1.01089 -0.86123 -0.537
H 1.19780 2.19689 0.19668 0.428
H -0.49268 1.64831 -2.12293 0.619
H -2.64547 0.98281 -0.89382 0.544
H -1.09449 -0.93986 0.65637 0.371
H 0.34325 -0.87475 -1.98750 0.801
H -1.20590 1.06604 1.86484 0.284
H -2.86399 0.83342 1.54952 0.379
H -2.02493 2.30045 0.94560 0.435
H -2.84847 -1.19647 -1.96076 0.346
H -3.14770 -1.96781 -0.49919 0.461
H -2.11609 -2.66126 -1.63576 0.322
H 1.93762 0.72966 1.89162 0.376
H 1.16500 -0.87451 2.36623 0.283
H 2.94201 -0.58318 2.14880 0.626
H 1.96010 -1.65861 0.05956 0.463
```

---

Which formula does entry 1 have?
C28H38AsF6N3O2SbSr